Record 1
DFT (wB97M-V/def2-TZVPD) results for a structure of composition C44H46N5O11PTi.

```
108
Properties=species:S:1:pos:R:3:forces:R:3
Ti -0.2192 0.2557 -1.3521 -1.5 -0.2 -0.5
O -1.1948 1.7487 2.5495 -0.4 -0.5 -0.3
C -0.8937 1.7888 1.3505 0.2 0.6 -1.6
N -1.3051 1.0318 0.2989 1.2 0.1 1.8
C -2.2336 0.0127 0.7366 0.0 0.9 -1.6
C -3.6151 0.4632 0.4258 -2.6 0.3 0.7
C -4.7031 -0.2937 0.9020 0.4 -1.3 -0.1
C -6.0128 -0.0081 0.5611 1.0 0.6 -0.6
C -6.2204 1.1169 -0.2561 -0.4 -0.3 0.1
C -5.1209 1.8753 -0.6466 0.0 -1.8 1.2
N -3.8754 1.5714 -0.2503 0.5 0.4 -1.0
C 0.1106 2.8581 0.9751 0.3 0.4 0.6
C 1.3010 2.7992 1.7109 -0.8 -0.5 0.1
C 2.2036 3.7995 1.5813 1.4 -0.3 0.3
C 1.9316 4.8125 0.7036 0.3 1.1 -0.8
C 0.7545 4.8030 -0.0149 -0.2 -0.3 0.4
N -0.1690 3.8609 0.1386 -0.4 -0.7 0.1
H -2.0636 -0.8675 0.1248 -0.1 -0.7 0.1
H -2.1264 -0.2252 1.7691 0.1 -0.3 0.8
H -4.4545 -1.2409 1.4036 -0.2 0.5 0.0
H -6.7908 -0.7102 0.8121 -0.3 0.1 0.2
H -7.2306 1.3396 -0.6099 0.4 0.1 0.0
H -5.2412 2.6557 -1.3541 0.1 0.9 -0.3
H 1.4758 2.0023 2.4180 -0.1 -0.2 -0.1
H 3.1595 3.7109 2.1118 -0.4 0.4 -0.1
H 2.6375 5.6104 0.5300 0.1 0.1 0.0
H 0.5217 5.5917 -0.7165 0.0 0.1 -0.1
O 3.8647 -4.2973 -3.1270 -0.1 0.7 0.2
C 3.2373 -3.2853 -2.7011 0.1 -1.1 0.2
C 2.2504 -3.2467 -1.6419 -1.1 -1.0 0.6
O 1.7416 -4.1632 -0.9507 0.9 0.9 -0.5
C 1.6163 -1.8619 -1.6761 0.4 0.1 -1.0
C 2.1792 -1.1351 -2.6761 0.7 -0.8 0.6
O 1.6605 0.0652 -3.1156 -0.8 -0.2 -0.3
C 3.2048 -1.9464 -3.3515 0.3 1.0 -1.3
O 3.8293 -1.5745 -4.3578 -0.4 -0.6 0.8
O 0.5808 -1.4959 -0.9955 -0.5 0.3 0.8
C -3.0141 -2.4592 5.2427 -1.1 -0.7 0.3
C -1.5543 -2.1474 4.9483 0.3 -0.6 -0.3
C -1.2684 -0.6587 4.9155 -1.0 1.4 -0.1
C -0.7261 -2.7294 6.0960 -0.5 -0.1 0.5
P -1.1599 -2.6645 3.1700 -0.6 0.2 -0.1
C 0.6323 -2.3385 3.1307 -0.3 -0.8 0.1
C 1.0593 -1.5522 2.0990 0.3 0.5 -0.9
C 2.4210 -1.3190 1.9004 -0.2 0.7 -0.3
C 3.3641 -1.8078 2.7846 -0.2 -0.7 -0.2
C 2.9409 -2.7230 3.7467 -0.2 0.3 0.2
C 1.5997 -2.9678 3.9055 -0.8 -0.9 0.6
C -1.3391 -4.5244 2.8071 -0.6 0.8 0.4
C -0.5433 -4.6734 1.4910 -0.4 0.4 1.4
C -0.7597 -5.4489 3.8661 0.4 -1.4 -1.0
C -2.8613 -4.7944 2.5474 0.7 0.1 0.8
H -3.2362 -2.1569 6.2866 -0.1 0.1 -0.5
H -3.2182 -3.5691 5.2382 0.3 1.0 -0.1
H -3.7621 -1.9799 4.5671 0.7 -0.2 0.3
H -1.6476 -0.1281 5.8406 0.9 -0.7 -0.5
H -1.8197 -0.1159 4.1230 0.2 -0.5 0.1
H -0.2068 -0.4976 4.6710 -0.3 0.3 0.6
H -1.3080 -2.5224 7.0100 0.3 -0.2 0.0
H 0.2343 -2.2601 6.2347 0.4 0.3 -0.2
H -0.5522 -3.7977 6.0288 -0.1 -0.2 0.1
H 0.3254 -1.2001 1.3728 0.3 0.1 0.2
H 2.7006 -0.7439 1.0218 0.2 0.0 0.2
H 4.4168 -1.6330 2.6448 0.2 0.2 -0.1
H 3.6063 -3.2666 4.3877 0.6 0.0 0.1
H 1.2437 -3.7591 4.5802 0.5 0.6 0.0
H 0.4755 -4.4163 1.6723 0.9 -0.1 0.0
H -0.8593 -4.0199 0.7156 -0.5 0.7 -0.7
H -0.6102 -5.6654 1.1330 0.0 -1.3 -0.4
H 0.3248 -5.3626 3.8655 0.1 0.0 0.0
H -0.9519 -6.5102 3.5573 0.0 0.6 0.3
H -1.0809 -5.3429 4.8858 -0.6 0.2 0.3
H -2.9755 -5.8155 2.1762 -0.1 0.0 0.0
H -3.4953 -4.6740 3.4525 0.5 -0.1 -0.5
H -3.2167 -4.0945 1.8052 -0.2 0.1 -0.3
O -2.9254 -0.2233 -4.4613 -0.2 -0.4 0.1
C -2.2194 0.2501 -3.5867 0.0 -0.1 -0.1
O -1.9173 -0.3094 -2.4497 0.7 0.7 0.1
C -1.6116 1.5986 -3.8737 0.9 0.9 -1.2
C -1.7279 2.6824 -3.0097 0.3 -1.5 0.3
C -1.1404 3.9037 -3.3301 0.1 0.9 -0.2
C -0.3334 3.9732 -4.4567 0.0 -0.4 0.7
O 0.5189 4.9876 -4.8787 -0.6 0.3 0.7
C 1.1551 4.5105 -6.0246 0.1 0.6 -1.8
O 0.6905 3.2058 -6.3169 0.2 -0.3 -0.1
C -0.1740 2.8988 -5.3137 -1.4 -1.0 0.7
C -0.9159 1.7434 -5.1218 -0.4 0.3 0.9
H -2.1477 2.4224 -2.0253 -0.2 0.9 -0.3
H -1.3706 4.7783 -2.7252 0.5 -0.2 0.1
H 2.2459 4.5137 -5.9282 -0.1 0.0 0.3
H 0.8727 5.1279 -6.9033 0.2 0.0 0.4
H -1.0794 0.9793 -5.8644 0.6 -0.2 -0.1
N 0.9897 1.7145 -1.6471 1.3 0.0 0.0
C 1.9003 1.2441 -2.3961 -0.5 0.2 -0.6
N 3.0782 1.8015 -2.7831 -0.4 -0.3 0.2
C 3.3974 3.0894 -2.2894 1.2 0.5 0.0
C 3.4406 4.1201 -3.3983 -1.1 1.6 -0.6
O 4.2315 3.7618 -4.5143 0.3 -0.8 0.2
C 3.8338 2.4576 -4.9622 -0.1 0.0 0.1
C 3.9336 1.3995 -3.8734 0.5 -0.2 -0.1
H 4.4118 3.0253 -1.8678 -0.1 0.2 0.3
H 2.6742 3.3326 -1.5384 -0.3 0.4 0.5
H 3.8531 5.1085 -3.0704 -0.4 -0.8 0.1
H 2.4053 4.3146 -3.8094 0.8 -0.2 0.8
H 4.4823 2.2262 -5.7874 0.3 -0.2 -0.4
H 2.7924 2.4988 -5.3067 0.1 -0.1 -0.1
H 4.9736 1.3990 -3.4768 -0.4 -0.1 -0.3
H 3.7136 0.3827 -4.2404 0.0 0.5 0.1
```
Forces are in eV/Å.

Summary:
HOMO (alpha / beta): -0.0256 / -0.0989 Ha
Total charge: -2
Energy above the lowest of the compared OMol25 structures with the same formula, charge and spin: 47.5 kcal/mol
2S+1: 3

Here are the Mulliken charges for atoms 1 to 8, given in e: -0.353 -0.639 -0.433 1.783 -0.168 0.165 -0.348 -0.548



Record 2
DFT (wB97M-V/def2-TZVPD) results for a cluster of 5 separate species, C44H47BBrI2O4 in total.

```
99
Properties=species:S:1:pos:R:3:forces:R:3
C 4.0008 -5.0133 3.0452 0.0 -0.2 0.1
C 3.8473 -4.2858 2.0981 -0.3 0.2 -0.1
B 3.5638 -3.3218 0.8510 0.1 0.4 0.1
C 4.9573 -2.6997 0.2903 0.1 -0.4 0.0
C 6.0275 -3.7312 -0.0546 0.2 0.1 -0.1
C 7.3858 -3.1795 -0.4157 0.2 0.2 -0.1
C 8.1291 -3.7688 -1.4420 0.2 0.2 0.1
C 9.3951 -3.3073 -1.7877 -0.2 0.2 0.2
C 9.9552 -2.2269 -1.1135 -0.4 -0.2 0.0
C 9.2274 -1.6244 -0.0922 0.0 -0.2 -0.2
C 7.9605 -2.0913 0.2449 0.3 0.0 -0.1
O 2.6591 -2.1775 1.3192 0.3 0.0 0.0
C 1.7231 -1.9531 0.4099 -0.2 -0.6 0.7
Br 2.2597 -0.4644 -0.8889 0.3 0.2 -0.2
C 1.4706 -3.3352 -0.3124 -0.4 0.6 0.5
C 0.3726 -4.1612 0.4345 0.0 0.0 0.0
C -0.1530 -3.6556 1.7714 0.1 -0.4 0.0
C -1.2872 -2.6740 1.7605 -0.1 0.2 -0.1
O -2.4233 -3.3382 1.1750 0.3 -0.1 0.3
C -3.6285 -2.7710 1.2451 -0.6 -0.1 -0.2
C -3.7040 -1.2926 1.4563 0.5 0.2 0.4
O -4.6115 -3.4477 1.0921 -0.1 -0.1 -0.1
C 1.0452 -3.1089 -1.7602 0.2 -0.2 -0.2
I -0.8745 -2.2101 -1.8758 -0.1 0.1 -0.1
C 1.6362 -3.3169 -2.9288 0.0 -0.1 0.4
C 1.0709 -2.9686 -4.2721 0.0 -0.4 0.1
I 3.5499 -4.1571 -3.0635 0.2 -0.1 0.0
O 2.6599 -4.0128 -0.1100 0.4 0.2 -1.0
H 4.0914 -5.6897 3.8553 0.1 -0.1 0.1
H 5.3495 -2.0789 1.0957 -0.1 0.2 0.2
H 4.8203 -2.0447 -0.5683 -0.2 0.1 -0.1
H 6.1582 -4.4262 0.7758 -0.1 -0.1 0.2
H 5.7138 -4.3280 -0.9062 -0.2 -0.2 -0.1
H 7.7061 -4.6079 -1.9764 -0.1 -0.1 -0.1
H 9.9414 -3.7816 -2.5892 0.1 -0.1 -0.1
H 10.9356 -1.8729 -1.3880 0.2 0.1 0.0
H 9.6513 -0.7842 0.4372 0.0 0.1 0.1
H 7.4276 -1.5897 1.0361 -0.2 0.0 0.1
H 0.8577 -1.4988 0.8808 -0.1 0.1 -0.4
H 0.8975 -5.0818 0.6557 0.1 -0.2 0.0
H -0.4480 -4.4295 -0.2232 -0.2 0.1 0.0
H 0.6703 -3.2746 2.3709 0.1 0.2 0.1
H -0.5303 -4.5266 2.3058 0.0 -0.1 0.1
H -1.0747 -1.7570 1.2143 0.0 0.0 -0.2
H -1.5213 -2.3968 2.7879 -0.1 0.0 0.1
H -3.2206 -1.0275 2.3945 0.0 0.1 0.2
H -3.1363 -0.7784 0.6847 0.0 0.1 -0.2
H -4.7304 -0.9645 1.4876 -0.2 0.0 -0.1
H 0.8992 -1.9000 -4.3474 0.0 0.2 -0.1
H 1.7348 -3.3059 -5.0562 0.1 0.1 -0.2
H 0.1233 -3.4864 -4.4006 -0.2 0.1 -0.1
C -0.2095 2.2439 -0.9576 0.0 -0.1 -0.1
C -1.2298 2.6783 -1.7933 0.0 0.0 0.0
C -1.8164 3.9208 -1.5927 0.0 0.0 0.0
C -1.3801 4.7343 -0.5558 0.0 0.0 0.0
C -0.3588 4.3013 0.2794 0.0 0.0 0.0
C 0.2226 3.0557 0.0814 0.0 0.1 0.0
H 0.2612 1.2808 -1.1156 -0.1 0.0 0.0
H -1.5640 2.0461 -2.6074 0.0 0.0 0.0
H -2.6117 4.2572 -2.2467 0.0 0.0 0.0
H -1.8338 5.7052 -0.4006 0.0 0.0 0.0
H -0.0117 4.9378 1.0837 0.0 0.0 0.0
H 1.0215 2.7159 0.7287 0.0 0.0 0.0
C -1.1922 3.5303 -6.9831 0.0 0.0 0.0
C -0.1519 3.7393 -7.8778 0.0 0.0 0.0
C 1.1593 3.7614 -7.4233 0.0 0.0 0.0
C 1.4304 3.5692 -6.0756 0.0 0.0 0.0
C 0.3908 3.3576 -5.1809 0.0 0.0 0.1
C -0.9202 3.3422 -5.6351 0.0 0.0 0.0
H -2.2153 3.5137 -7.3366 0.0 0.0 0.0
H -0.3631 3.8834 -8.9297 0.0 0.0 0.0
H 1.9710 3.9266 -8.1202 0.0 0.0 0.0
H 2.4529 3.5808 -5.7215 0.0 0.0 0.0
H 0.6009 3.2052 -4.1298 0.0 0.0 0.0
H -1.7309 3.1813 -4.9359 0.0 0.0 0.0
C -5.0270 2.1254 6.5298 0.0 0.0 0.0
C -4.6049 0.8031 6.5030 0.0 0.0 0.0
C -3.6167 0.4088 5.6122 0.0 0.0 0.0
C -3.0442 1.3384 4.7539 0.0 0.0 0.0
C -3.4655 2.6598 4.7816 0.0 0.0 0.0
C -4.4597 3.0523 5.6672 0.0 0.0 0.0
H -5.8023 2.4321 7.2204 0.0 0.0 0.0
H -5.0477 0.0791 7.1747 0.0 0.0 0.0
H -3.2919 -0.6235 5.5865 0.0 0.0 0.0
H -2.2714 1.0306 4.0606 0.0 0.0 0.0
H -3.0254 3.3813 4.1072 0.0 0.0 0.0
H -4.7970 4.0808 5.6799 0.0 0.0 0.0
C -7.6230 3.2245 2.9321 0.0 0.0 0.0
C -8.0211 4.3084 2.1618 0.0 0.0 0.0
C -7.2237 4.7433 1.1124 0.0 0.0 0.0
C -6.0309 4.0911 0.8316 0.0 0.0 0.0
C -5.6336 3.0061 1.6005 0.0 0.0 0.0
C -6.4293 2.5744 2.6521 0.0 -0.1 0.0
H -8.2425 2.8861 3.7528 0.0 0.0 0.0
H -8.9532 4.8143 2.3792 0.0 0.0 0.0
H -7.5315 5.5908 0.5134 0.0 0.0 0.0
H -5.4096 4.4286 0.0124 0.0 0.0 0.0
H -4.7023 2.4995 1.3811 0.0 0.0 0.0
H -6.1158 1.7330 3.2573 0.0 0.0 0.0
```
Forces are in eV/Å.

Summary:
HOMO: -0.2131 Ha
Total charge: -1

Here are the Mulliken charges for atoms 1 to 8, given in e: -0.215 -0.718 1.382 -0.451 -0.356 0.618 -0.377 -0.574